[1]
20
Properties=species:S:1:pos:R:3 method="wB97M-V/def2-TZVPD" charge=0 homo_energy_ev="-6.4 / -9.6" spin_multiplicity=3 max_force_ev_per_a=3.67 gap_ev="7.244 / 8.297"
C -0.81 -0.08 -0.73
C -0.88 -1.31 0.17
C -1.90 0.32 -1.64
C -0.69 -2.34 -0.83
C -0.43 1.03 0.27
C -0.65 -1.00 1.57
C 0.00 0.44 1.61
C -2.76 0.47 -2.46
C 0.13 -1.19 -1.04
C 1.63 -1.10 -1.27
H 0.46 1.71 -0.13
H -1.35 1.72 0.22
H -1.68 -0.93 1.91
H 0.08 -1.71 2.10
H 1.08 0.39 1.52
H -0.24 1.04 2.42
H -3.73 0.84 -2.81
H 1.62 -0.78 -2.31
H 1.82 -2.15 -1.19
H 2.05 -0.48 -0.48

***

[2]
38
Properties=species:S:1:pos:R:3 method="wB97M-V/def2-TZVPD" charge=0 homo_energy_ev=-8.2 spin_multiplicity=1 max_force_ev_per_a=0.56 smiles="CCCc1ccc(OCCNC(=O)CC)cc1" gap_ev=8.993
C -5.86 -0.72 0.21
C -4.55 0.00 -0.11
H -4.55 0.98 0.36
H -4.47 0.14 -1.19
C -3.33 -0.80 0.39
C -2.06 -0.07 0.06
C -1.52 0.85 0.94
C -0.36 1.54 0.64
C 0.28 1.33 -0.57
C -0.27 0.41 -1.47
C -1.42 -0.27 -1.16
H -1.83 -0.98 -1.87
H 0.24 0.26 -2.42
O 1.42 1.96 -1.00
C 2.25 2.60 -0.05
C 2.88 1.60 0.93
N 3.33 0.42 0.23
C 2.70 -0.77 0.38
O 1.88 -0.98 1.25
C 3.16 -1.84 -0.60
C 4.55 -2.35 -0.23
H 4.86 -3.13 -0.92
H 4.54 -2.76 0.78
H 5.28 -1.54 -0.26
H 3.16 -1.43 -1.61
H 2.44 -2.66 -0.56
H 3.90 0.56 -0.59
H 2.15 1.25 1.66
H 3.72 2.08 1.44
H 3.02 3.07 -0.66
H 1.71 3.38 0.50
H 0.03 2.25 1.36
H -2.00 1.02 1.89
H -3.33 -1.78 -0.09
H -3.41 -0.94 1.47
H -6.71 -0.14 -0.15
H -5.88 -1.70 -0.27
H -5.96 -0.86 1.28

***

Calculated values (kJ/mol) of energy above the lowest of the compared OMol25 structures with the same formula, charge and spin for the records, taken in order: 62.9; 30.4.